A molecular structure, C16H25AlBBe2BrF8N3O13P at a distorted geometry, computed with ωB97M-V/def2-TZVPD.

Element x y z (Å)
C 0.1970 -3.5506 4.2946
O 0.8005 -2.8517 3.1709
B 1.1255 -1.5681 3.4601
O 2.4577 -1.2703 3.7892
P -0.1360 -0.0843 3.4902
C -1.3615 -0.1716 4.8979
C -2.7425 -0.8026 4.4451
C -3.0889 -2.1634 5.1516
N -3.7727 -3.0681 4.2024
H -0.7285 -4.0095 3.9373
H 0.8657 -4.2835 4.7531
H -0.0424 -2.8113 5.0777
H 2.4352 -0.9376 4.7187
H 0.6263 1.0847 3.7311
H -0.7730 0.1383 2.2461
H -0.9713 -0.7942 5.7096
H -1.5120 0.8674 5.2120
H -2.7766 -0.8745 3.3508
H -3.5072 -0.0853 4.7634
H -3.7199 -1.9667 6.0267
H -2.2097 -2.7058 5.5179
H -3.0721 -3.4734 3.5937
H -4.3884 -2.4724 3.6549
C 0.0511 -2.1046 -3.4116
C 0.3808 -2.0929 -2.0483
C -0.0466 -1.0546 -1.2342
C -0.8021 -0.0422 -1.7956
C -1.1296 -0.0401 -3.1500
C -0.6989 -1.0769 -3.9595
N -1.2831 1.0683 -0.9618
O -0.9899 1.0998 0.2225
O -1.9435 1.9132 -1.5142
H 0.3829 -2.9261 -4.0451
H 0.9710 -2.9041 -1.6248
H 0.2132 -1.0485 -0.1869
H -1.7166 0.7606 -3.5778
H -0.9484 -1.0916 -5.0179
O -1.4185 -2.3490 -6.3607
H -2.1434 -1.9493 -6.8643
C -6.7906 -0.5990 4.2222
O -7.4035 0.4411 4.4036
O -5.8332 -0.7470 3.4247
O -7.0239 -1.6791 4.8090
C 2.2174 2.4502 -2.4774
C 2.9696 3.7913 -2.4001
C 2.7845 4.7522 -3.5803
F 3.2265 4.2198 -4.7373
F 3.5007 5.8711 -3.3574
F 4.2756 3.5466 -2.1793
F 2.5065 4.4317 -1.2944
O 2.9468 1.3126 -2.8995
C 3.0771 1.0328 -4.2486
C 4.5327 1.1075 -4.7189
F 5.0431 2.3271 -4.5071
F 4.5925 0.8577 -6.0423
F 2.2602 1.8040 -4.9684
F 2.6297 -0.2560 -4.4109
H 1.9382 2.1810 -1.4107
H 1.2631 2.5388 -2.9999
H 1.7340 5.0360 -3.6962
H 5.1484 0.3757 -4.1883
Al -1.5221 -4.4109 -7.0266
Br 1.9128 1.6055 0.3928
Be 3.7725 -2.4779 5.1543
O -3.4738 -3.7309 -4.1543
H -2.7768 -3.1569 -4.5265
N 1.8260 5.3942 1.7667
O 1.2395 6.0121 0.8983
O 1.8564 4.1479 1.7107
O 2.3819 5.9583 2.6839
Be 2.6047 -2.4451 -3.3067

The spin multiplicity is 1. The calculation puts the calculated total energy at -157188.9501 eV. The value obtained for the HOMO-LUMO gap is 1.93 eV. As for the net charge: +2.

Atom-resolved charges from Löwdin, all expressed in e:
1 C -0.019
2 O -0.010
3 B -0.805
4 O -0.078
5 P 1.160
6 C -0.298
7 C -0.214
8 C -0.252
9 N 0.015
10 H 0.099
11 H 0.105
12 H 0.072
13 H 0.014
14 H 0.039
15 H 0.012
16 H 0.085
17 H 0.093
18 H 0.091
19 H 0.104
20 H 0.119
21 H 0.086
22 H 0.054
23 H 0.033
24 C -0.145
25 C -0.144
26 C -0.007
27 C -0.117
28 C 0.053
29 C -0.040
30 N -0.337
31 O -0.066
32 O 0.130
33 H 0.081
34 H 0.081
35 H 0.099
36 H 0.137
37 H 0.084
38 O -0.496
39 H -0.024
40 C -0.877
41 O 0.297
42 O 0.259
43 O 0.342
44 C -0.125
45 C -0.439
46 C -0.299
47 F 0.101
48 F 0.120
49 F 0.146
50 F 0.091
51 O 0.023
52 C -0.511
53 C -0.291
54 F 0.130
55 F 0.119
56 F 0.175
57 F 0.028
58 H -0.118
59 H 0.149
60 H 0.179
61 H 0.178
62 Al 0.911
63 Br 0.526
64 Be 0.564
65 O -0.097
66 H -0.097
67 N -0.579
68 O 0.193
69 O 0.037
70 O 0.216
71 Be 0.857



A molecular structure, C16H25BClF7KO7P2 at a distorted geometry, computed with ωB97M-V/def2-TZVPD.

Element x y z (Å)
C -0.8330 5.9038 1.0649
C -0.9373 5.3808 -0.1496
C -0.9850 4.7275 -1.6112
C -0.7058 3.1372 -1.6616
P -2.1212 2.4472 -2.7205
O -2.0242 3.1795 -4.1031
O -2.0212 0.7771 -3.0648
O -3.6926 2.7764 -2.1237
O 0.4546 2.9215 -2.5439
C 0.9483 1.5901 -2.2915
O 1.7818 0.8711 -2.9074
O 0.3176 1.1399 -1.0459
C -0.2019 2.3505 -0.3553
C 1.1759 2.8619 0.3894
C 2.1449 1.6459 0.8333
C 3.3229 2.2288 1.8055
F 4.2373 1.1420 2.0679
F 4.0852 3.2883 1.1646
F 2.8294 2.7256 3.0618
P -1.4458 1.7147 0.9338
C -0.7365 1.9118 2.7193
C -3.0422 2.7820 0.9729
C -3.3742 3.4205 2.4206
H -0.9818 6.4977 2.0504
H -2.0400 4.8967 -2.0732
H -0.2299 5.2682 -2.2884
H -1.7363 0.2399 -2.2826
H -4.3366 2.5148 -2.8274
H 1.7504 3.4999 -0.4036
H 0.9068 3.5926 1.2402
H 1.5901 0.7440 1.3187
H 2.7158 1.2086 -0.0851
H 0.2072 1.2815 2.8948
H -1.5428 1.4923 3.4519
H -0.5625 3.0439 2.8663
H -3.9079 2.0728 0.6874
H -3.0494 3.6404 0.2081
H -4.4181 3.9379 2.3274
H -3.4021 2.6543 3.2777
H -2.6065 4.2749 2.5947
B 1.9549 -2.2014 2.1675
F 3.2671 -2.2110 1.5773
F 2.0572 -1.8527 3.5612
F 1.1306 -1.2303 1.4898
F 1.3613 -3.5054 2.0407
C 0.7996 -7.3947 -0.7797
C 1.0215 -6.4218 -1.9097
C 0.2458 -5.2088 -1.4376
O 0.2949 -5.2168 -0.0048
C 0.8040 -6.4824 0.4299
H 1.5566 -8.1825 -0.7228
H -0.1837 -7.8691 -0.8863
H 2.0855 -6.1792 -1.9852
H 0.6861 -6.7912 -2.8814
H -0.8071 -5.2682 -1.7373
H 0.6628 -4.2719 -1.8144
H 1.8210 -6.3241 0.8031
H 0.1882 -6.8655 1.2478
K 0.3170 -9.6233 -1.8243
Cl 3.2030 -8.6845 -3.1467

The spin multiplicity is 1. The calculation puts the calculated total energy at -98457.8471 eV. The value obtained for the HOMO-LUMO gap is 6.55 eV. As for the net charge: -1.

Atom-resolved charges from Löwdin, all expressed in e:
1 C 0.071
2 C -0.080
3 C -0.103
4 C -0.369
5 P 0.722
6 O -0.338
7 O -0.161
8 O -0.203
9 O -0.004
10 C -0.345
11 O 0.125
12 O -0.093
13 C -0.478
14 C -0.125
15 C -0.044
16 C -0.330
17 F 0.047
18 F 0.020
19 F 0.035
20 P 1.021
21 C -0.268
22 C -0.430
23 C -0.187
24 H 0.066
25 H 0.118
26 H 0.144
27 H 0.087
28 H 0.091
29 H 0.139
30 H 0.094
31 H 0.114
32 H 0.153
33 H 0.053
34 H 0.059
35 H 0.041
36 H 0.069
37 H 0.053
38 H 0.081
39 H 0.066
40 H 0.053
41 B -1.110
42 F 0.045
43 F 0.037
44 F 0.031
45 F 0.052
46 C -0.346
47 C -0.221
48 C -0.185
49 O -0.121
50 C -0.181
51 H 0.028
52 H 0.025
53 H 0.107
54 H 0.096
55 H 0.112
56 H 0.129
57 H 0.135
58 H 0.121
59 K 0.848
60 Cl -0.562



A molecular structure, C16H25Be2N6O10 at a distorted geometry, computed with ωB97M-V/def2-TZVPD.

Element x y z (Å)
Be 5.6770 -1.5821 -0.6282
Be 3.7007 -1.2288 2.4569
O 1.8456 -0.8691 -1.2596
C 2.2828 -0.9513 -0.0147
O 3.4408 -1.3997 0.2520
O 1.5338 -0.5669 0.9323
H 0.9226 -0.5626 -1.1731
C 0.9824 -1.1726 4.7483
O 2.1439 -1.3970 4.3546
N 0.3532 -1.9079 5.6758
N 0.1600 -0.3835 3.9963
H 0.9410 -2.5584 6.1726
H -0.5872 -1.7158 5.9676
H -0.8204 -0.5907 4.0926
H 0.3904 0.0035 3.1000
C 4.9759 2.0836 0.3204
O 5.1746 0.8787 0.1221
N 5.5569 2.8193 1.2949
N 4.2113 2.8137 -0.5222
H 5.3276 3.7785 1.4867
H 6.1584 2.3976 1.9818
H 3.8875 2.3922 -1.3753
H 4.0078 3.7946 -0.4470
C -1.7160 0.3098 -2.7393
O -0.8418 -0.3443 -2.1144
N -2.5778 1.1601 -2.1658
N -1.6739 0.3319 -4.0896
H -2.6803 1.0263 -1.1744
H -3.1957 1.6950 -2.7491
H -2.4567 0.7720 -4.5429
H -1.0686 -0.3154 -4.5631
C -1.1967 3.6931 0.9333
C -1.4660 4.7219 0.0785
C -0.7455 4.8269 -1.1526
C 0.1355 3.8171 -1.5555
C 0.4587 2.8352 -0.6560
C -0.1842 2.7702 0.6079
O 0.1692 1.8297 1.4823
O -1.0441 5.8507 -1.9498
H -1.6076 3.6852 1.9347
H -2.0752 5.5556 0.4079
H 0.5237 3.9052 -2.5621
H 1.1756 2.0659 -0.9128
H 0.5760 1.0531 1.0481
H -1.8380 6.2601 -1.5762
C -2.4511 -3.1147 -0.5911
C -3.3802 -3.7406 0.1811
C -3.6843 -5.0854 -0.1844
C -3.0834 -5.6925 -1.3384
C -2.2330 -4.9841 -2.1156
C -1.8833 -3.6627 -1.7902
O -1.0411 -2.9774 -2.5067
O -4.5596 -5.7800 0.4800
H -2.1066 -2.1219 -0.3200
H -3.8569 -3.3999 1.0893
H -3.2755 -6.7320 -1.5694
H -1.7933 -5.4879 -2.9680
H -0.7604 -2.1530 -2.0342
H -4.8284 -6.6483 0.1436

The spin multiplicity is 1. The calculation puts the calculated total energy at -47186.2988 eV. The value obtained for the HOMO-LUMO gap is 1.71 eV. As for the net charge: +3.

Atom-resolved charges from Löwdin, all expressed in e:
1 Be 0.802
2 Be 0.993
3 O 0.141
4 C -0.749
5 O -0.180
6 O -0.052
7 H 0.079
8 C -0.616
9 O -0.059
10 N 0.201
11 N 0.175
12 H 0.134
13 H 0.124
14 H 0.107
15 H 0.063
16 C -0.658
17 O -0.117
18 N 0.185
19 N 0.170
20 H 0.116
21 H 0.120
22 H 0.110
23 H 0.113
24 C -0.616
25 O -0.057
26 N 0.201
27 N 0.202
28 H 0.119
29 H 0.124
30 H 0.119
31 H 0.129
32 C 0.028
33 C 0.033
34 C -0.268
35 C 0.026
36 C 0.014
37 C -0.275
38 O 0.094
39 O 0.150
40 H 0.139
41 H 0.139
42 H 0.140
43 H 0.112
44 H 0.068
45 H 0.137
46 C 0.053
47 C 0.071
48 C -0.224
49 C 0.067
50 C 0.059
51 C -0.233
52 O 0.189
53 O 0.213
54 H 0.127
55 H 0.146
56 H 0.149
57 H 0.153
58 H 0.099
59 H 0.171



2 unconnected molecules or ions with the total composition C16H25BrClFN2O2PS at a distorted geometry, computed with ωB97M-V/def2-TZVPD.

Element x y z (Å)
C 0.8514 3.3428 2.6833
C -0.0502 2.7140 1.9574
C -1.1069 1.7341 1.3086
C -0.8306 0.5369 0.3282
C 0.7518 0.2748 -0.0121
C 1.1261 -1.2436 0.4652
C 0.9972 0.3460 -1.6088
C 1.5759 1.8199 -2.0006
C 0.3983 2.7534 -2.6279
N -1.7020 -0.3766 -0.3329
N -3.0070 -0.2648 -0.0793
C -3.9605 -1.2299 -0.7241
C -3.2848 -2.2202 -1.7977
C -4.4946 -3.2009 -2.3230
F -2.2967 -3.1373 -1.2117
C -3.4848 0.7458 0.8266
P -5.3964 0.7305 1.1334
O -5.6876 0.8024 2.8517
Cl -6.2904 2.4436 0.2205
C -2.6907 1.8562 1.6018
Br -3.4644 3.2180 2.8173
H 1.6164 3.8749 3.3559
H 1.4560 0.9717 0.5632
H 0.6051 -1.5462 1.4584
H 0.8000 -2.0389 -0.3141
H 2.2723 -1.2551 0.6423
H 0.0121 0.2139 -2.2161
H 1.7425 -0.4687 -1.9326
H 2.4518 1.6669 -2.7322
H 2.0007 2.3533 -1.0731
H 0.2352 2.4616 -3.7315
H 0.7199 3.8639 -2.6194
H -0.6138 2.6458 -2.0898
H -4.8488 -0.7048 -1.2674
H -4.3891 -1.8944 0.1285
H -2.8914 -1.6973 -2.7534
H -5.5190 -2.6737 -2.2977
H -4.2293 -3.6504 -3.3525
H -4.5311 -4.0746 -1.5518
H -6.6512 0.9616 3.0106
C 5.2463 -1.1519 2.5109
S 5.9260 -0.0963 1.2117
O 5.0086 -0.1863 0.0334
C 7.3609 -1.1362 0.8617
H 4.3101 -0.7127 2.8598
H 5.0528 -2.1514 2.1161
H 5.9516 -1.2065 3.3422
H 7.0341 -2.1363 0.5706
H 7.9954 -1.1914 1.7482
H 7.9231 -0.6858 0.0423

The spin multiplicity is 1. The calculation puts the calculated total energy at -129462.8288 eV. The value obtained for the HOMO-LUMO gap is 5.57 eV. As for the net charge: +1.

Atom-resolved charges from Löwdin, all expressed in e:
1 C 0.159
2 C -0.057
3 C -0.054
4 C -0.060
5 C -0.271
6 C -0.079
7 C -0.170
8 C -0.229
9 C -0.133
10 N 0.180
11 N -0.115
12 C -0.124
13 C -0.277
14 C -0.056
15 F -0.083
16 C -0.279
17 P 0.634
18 O -0.397
19 Cl 0.158
20 C -0.466
21 Br 0.760
22 H 0.088
23 H 0.124
24 H 0.086
25 H 0.093
26 H 0.082
27 H 0.112
28 H 0.122
29 H 0.114
30 H 0.100
31 H 0.079
32 H 0.079
33 H 0.062
34 H 0.140
35 H 0.155
36 H 0.157
37 H 0.088
38 H 0.098
39 H 0.103
40 H 0.069
41 C -0.278
42 S 0.804
43 O -0.579
44 C -0.266
45 H 0.043
46 H 0.058
47 H 0.054
48 H 0.060
49 H 0.055
50 H 0.053